DFT (the ωB97M-V functional and the def2-TZVPD basis) results for a molecular structure, C29H23F3N6O8Ru.

CARTESIAN COORDINATES (ANGSTROEM)
Ru 1.0483 0.2276 0.4185
C -0.0263 -3.8320 -0.6362
C 0.3129 -4.5166 0.5188
C 0.9610 -3.8296 1.5333
C 1.2040 -2.4792 1.3776
N 0.7777 -1.8097 0.2998
C 0.2345 -2.4707 -0.7044
C 2.0521 -1.6900 2.2881
C 2.7236 -2.2170 3.3752
C 3.6460 -1.4302 4.0423
C 3.8900 -0.1478 3.5813
C 3.1622 0.3272 2.4996
N 2.2392 -0.4216 1.9068
H -0.5100 -4.3218 -1.4669
H 0.0991 -5.5716 0.6205
H 1.2877 -4.3404 2.4301
H 0.0007 -1.8515 -1.5522
H 2.5421 -3.2392 3.6811
H 4.1810 -1.8217 4.8971
H 4.6220 0.4947 4.0490
H 3.2570 1.3263 2.1050
O 1.1550 6.4846 1.3216
C 0.2358 6.4572 0.3628
O -0.3004 7.4687 -0.0403
C -0.1002 5.1310 -0.2018
C -0.9727 4.9314 -1.2502
N -1.0209 3.6047 -1.4788
N -0.2316 2.9236 -0.6548
C 0.3408 3.8237 0.1138
C 1.3877 3.3410 1.0460
O 1.9412 4.1716 1.7934
O 1.6641 2.1070 1.0517
H 1.5255 5.5616 1.5052
H -1.5111 5.6479 -1.8465
H -1.2660 3.1240 -2.3594
C 0.6238 1.4772 3.8370
C -0.6242 1.0884 3.1321
C -1.9411 1.2378 3.6780
C -2.7950 0.6424 2.7917
C -1.9809 0.1454 1.7236
C -2.4637 -0.6583 0.5809
N -0.6765 0.4646 1.9295
H 0.3989 2.1727 4.6443
H 1.3416 1.9265 3.1571
H 1.0942 0.5887 4.2792
H -2.1692 1.7198 4.6160
H -3.8666 0.5366 2.8522
H -3.5483 -0.5926 0.4922
H -2.2044 -1.7149 0.7263
H -1.9825 -0.3215 -0.3367
F 3.7838 -0.3206 -0.4168
C 2.5638 0.1024 -0.9107
F 2.8691 1.2733 -1.5259
F 2.3512 -0.7732 -1.9569
O -0.8747 1.3713 -3.5598
C -0.8809 0.2820 -2.9499
O -0.5674 0.0445 -1.7610
C -1.4047 -0.8802 -3.8229
C -1.2629 -0.7774 -5.2039
C -1.7194 -1.7739 -6.0550
C -2.3662 -2.8837 -5.5414
C -2.5379 -2.9580 -4.1687
C -2.0633 -1.9859 -3.3040
N -3.2546 -4.1208 -3.6176
O -3.7089 -4.9365 -4.4013
O -3.3301 -4.2264 -2.4019
H -0.7795 0.1107 -5.5886
H -1.5816 -1.6813 -7.1242
H -2.7451 -3.6715 -6.1751
H -2.2489 -2.0708 -2.2450

Results
E_HOMO (spin up / spin down): -5.1 / -5.1 eV
Relative energy (zero: lowest compared OMol25 entry of this formula, charge and spin): 0.0 kcal per mole
Frontier orbital gap (spin up / spin down): 6.649 / 5.491 eV
Net charge: -1
Spin multiplicity: 2
LUMO level (spin up / spin down): 0.058 / 0.015 Eh

DFT (the ωB97M-V functional and the def2-TZVPD basis) results for 5 unconnected molecules or ions with the total composition C29H23FIO10S.

CARTESIAN COORDINATES (ANGSTROEM)
C -4.3298 0.7449 2.2953
S -4.3070 -0.9657 2.8070
C -5.9938 -1.6094 2.8615
C -6.5543 -1.6861 1.4709
O -6.5938 -2.6601 0.8001
F -6.9789 -0.5089 1.0435
C -3.5787 -1.8225 1.3908
C -2.0560 -1.6595 1.4289
O -1.5535 -0.9297 0.6462
I -1.0730 -2.7928 2.9181
H -4.3752 1.4026 3.1433
H -3.3925 0.9056 1.7893
H -5.1219 0.9574 1.5978
H -5.9108 -2.6231 3.2031
H -6.6170 -1.0524 3.5403
H -3.9879 -1.4136 0.4826
H -3.8479 -2.8550 1.5221
C -1.4562 -1.0809 -2.8628
C -1.3569 0.1214 -2.3043
C -1.1684 1.3359 -3.1330
O -1.0659 2.4298 -2.6156
C -1.0926 1.1695 -4.6028
C -1.1932 -0.0342 -5.1629
C -1.3841 -1.2549 -4.3385
O -1.4783 -2.3518 -4.8402
H -1.5925 -1.9840 -2.2795
H -1.4085 0.2716 -1.2405
H -0.9491 2.0738 -5.1821
H -1.1401 -0.1819 -6.2336
C 0.1766 5.2849 -2.6057
C 0.3977 6.0267 -1.5235
C 1.3104 7.1957 -1.5616
O 1.5124 7.8685 -0.5734
C 1.9672 7.5087 -2.8561
C 1.7478 6.7682 -3.9395
C 0.8351 5.5989 -3.8983
O 0.6318 4.9211 -4.8843
H -0.4794 4.4227 -2.6054
H -0.0709 5.8161 -0.5702
H 2.6285 8.3656 -2.8630
H 2.2179 6.9786 -4.8917
C 3.3208 -7.4200 2.3986
C 2.2865 -6.8273 2.9889
C 2.1405 -5.3535 2.9779
O 1.1971 -4.8074 3.5175
C 3.1838 -4.5597 2.2874
C 4.2190 -5.1497 1.6962
C 4.3697 -6.6284 1.7039
O 5.3091 -7.1665 1.1649
H 3.4492 -8.4947 2.3941
H 1.5118 -7.3846 3.4999
H 3.0524 -3.4841 2.2955
H 4.9934 -4.5909 1.1867
C 2.1521 0.5444 0.7274
C 2.8637 1.4492 0.0595
C 4.0713 2.0762 0.6555
O 4.7134 2.9023 0.0480
C 4.4562 1.6483 2.0238
C 3.7437 0.7427 2.6887
C 2.5350 0.1220 2.0932
O 1.8929 -0.7027 2.7158
H 1.2720 0.0760 0.3129
H 2.6032 1.7736 -0.9380
H 5.3396 2.1139 2.4417
H 4.0061 0.4191 3.6879

Results
E_HOMO: -11.5 eV
Frontier orbital gap: 7.486 eV
Net charge: +1
LUMO level: -0.146 Eh

DFT (the ωB97M-V functional and the def2-TZVPD basis) results for 3 unconnected molecules or ions with the total composition C29H24BO7P2.

CARTESIAN COORDINATES (ANGSTROEM)
C -0.3842 2.0825 -1.3083
P 1.4576 2.1707 -1.3006
O 1.8156 1.0525 -2.5330
B 1.8955 3.9145 -2.0259
P 3.5193 4.7408 -1.3171
O 4.6774 4.4390 -2.5115
O 4.1114 3.6670 -0.1833
H -0.8293 2.4450 -2.2411
H -0.6961 1.0404 -1.1819
H -0.7628 2.6715 -0.4701
H 2.1736 0.2766 -2.0965
H 2.0511 3.8059 -3.2336
H 0.9637 4.6739 -1.8227
H 4.4577 5.0032 -3.2580
H 4.4795 4.1890 0.5355
C -5.5156 -4.8508 -2.9082
C -4.7823 -4.5046 -1.7777
C -3.7531 -3.5840 -1.8722
C -3.4458 -3.0095 -3.1002
C -4.1703 -3.3676 -4.2359
C -5.2107 -4.2849 -4.1338
C -3.8412 -2.7942 -5.5752
O -4.4810 -3.1055 -6.5589
C -2.7026 -1.8392 -5.6533
C -2.3437 -1.3259 -6.8942
C -1.2949 -0.4266 -6.9937
C -0.6041 -0.0292 -5.8550
C -0.9542 -0.5390 -4.6151
C -1.9981 -1.4499 -4.5096
C -2.3379 -2.0058 -3.1692
O -1.7447 -1.6710 -2.1683
H -6.3244 -5.5660 -2.8304
H -5.0170 -4.9540 -0.8214
H -3.1737 -3.2957 -1.0056
H -5.7653 -4.5421 -5.0259
H -2.8965 -1.6433 -7.7679
H -1.0151 -0.0304 -7.9614
H 0.2114 0.6788 -5.9241
H -0.4102 -0.2276 -3.7308
C 0.3970 -0.4588 2.1138
C 1.2678 0.5476 1.7140
C 2.0564 1.1862 2.6615
C 1.9736 0.8293 4.0021
C 1.0822 -0.1760 4.4011
C 0.3012 -0.8203 3.4482
C 0.9365 -0.5644 5.8251
O 0.1743 -1.4404 6.1833
C 1.7666 0.1703 6.8303
C 1.6202 -0.1361 8.1789
C 2.3852 0.5228 9.1254
C 3.3059 1.4878 8.7290
C 3.4526 1.7979 7.3881
C 2.6795 1.1452 6.4346
C 2.8418 1.5191 4.9919
O 3.6553 2.3573 4.6680
H -0.2169 -0.9609 1.3752
H 1.3653 0.8797 0.6761
H 2.7383 1.9684 2.3517
H -0.3763 -1.5985 3.7735
H 0.9008 -0.8921 8.4631
H 2.2670 0.2859 10.1752
H 3.9073 1.9991 9.4698
H 4.1594 2.5464 7.0563

Results
E_HOMO: -3.6 eV
Relative energy (zero: lowest compared OMol25 entry of this formula, charge and spin): 0.0 kcal per mole
Frontier orbital gap: 4.293 eV
Net charge: -1
LUMO level: 0.026 Eh

DFT (the ωB97M-V functional and the def2-TZVPD basis) results for a molecular structure, C29H24Br39NO2.

CARTESIAN COORDINATES (ANGSTROEM)
N 0.2412 -1.0092 -3.1211
C 0.3087 -1.0188 -1.8532
C 1.4992 -1.6075 -1.1230
C 1.9448 -0.7094 0.0290
C 1.6578 -0.9261 1.3561
C 2.1355 -0.1114 2.3356
C 2.8983 0.9771 1.9723
C 3.1261 1.1831 0.6482
C 2.6811 0.3651 -0.3143
C 3.8868 2.3805 0.2058
O 4.5866 2.3298 -0.7491
C 3.6869 3.5744 1.0354
C 3.6612 4.8016 0.4782
C 3.4872 5.8639 1.2980
C 3.3688 5.6830 2.6224
C 3.3822 4.4481 3.1818
C 3.5294 3.3790 2.3781
C 3.5140 1.9702 2.9022
O 3.9820 1.6612 3.9733
H 1.0766 -1.4825 -3.4762
H -0.4658 -0.5934 -1.2510
H 2.3269 -1.6446 -1.8228
H 1.3026 -2.6005 -0.7291
H 1.0826 -1.7864 1.6550
H 1.9139 -0.3309 3.3993
H 2.8845 0.5625 -1.3520
H 3.7639 4.8811 -0.5892
H 3.4701 6.8528 0.8730
H 3.2262 6.5223 3.2787
H 3.2822 4.3283 4.2461
C -3.0255 -0.0595 1.5325
Br -1.1190 -0.3247 1.3676
Br -3.9289 -0.5742 -0.0872
Br -3.7422 -0.9583 3.0685
H -3.1947 0.9973 1.6705
C -0.9686 -3.1596 6.9941
Br -2.8750 -3.3266 7.2496
Br -0.0909 -4.7316 7.6639
Br -0.3732 -2.7804 5.1926
H -0.6448 -2.3294 7.6041
C -0.3592 -5.3714 -3.9572
Br 0.2108 -5.3401 -5.7938
Br 1.0696 -4.8852 -2.7544
Br -1.9151 -4.2719 -3.7041
H -0.6348 -6.3879 -3.7187
C 8.3931 1.8109 0.6601
Br 6.4384 1.8033 0.6794
Br 9.2286 0.3576 1.6007
Br 8.9921 1.9433 -1.1608
H 8.7270 2.7017 1.1715
C 3.8826 -2.5565 5.0814
Br 3.4034 -4.2050 5.9547
Br 4.2079 -2.8043 3.2038
Br 2.5530 -1.2093 5.4021
H 4.8012 -2.2111 5.5216
C -1.2537 -6.7017 -0.1902
Br -1.2630 -8.0856 -1.5308
Br -2.9187 -5.7449 -0.1484
Br -0.7875 -7.3983 1.5400
H -0.4847 -5.9954 -0.4685
C -5.5774 -0.9746 7.9731
Br -5.2673 0.8951 8.3003
Br -5.5714 -1.9998 9.5890
Br -7.2010 -1.2792 6.9999
H -4.7625 -1.3278 7.3598
C -3.2714 -0.6211 -5.7178
Br -1.7632 -1.3656 -4.7640
Br -2.7526 0.9615 -6.7102
Br -4.1418 -1.9058 -6.8816
H -4.0022 -0.3287 -4.9780
C -7.2951 3.1559 -0.4817
Br -7.6246 1.2684 -0.4113
Br -5.5573 3.6174 0.2154
Br -7.5283 3.8338 -2.2516
H -8.0280 3.6361 0.1501
C 9.3365 -1.0649 5.6930
Br 9.0317 -2.3616 7.0779
Br 9.4307 -1.8720 3.9565
Br 8.0437 0.3661 5.7153
H 10.2981 -0.6124 5.8830
C -5.2407 5.5453 -5.4677
Br -4.3530 6.7431 -6.6835
Br -5.1254 3.7169 -6.0575
Br -4.5945 5.7566 -3.6742
H -6.2868 5.8146 -5.4677
C -9.6377 6.1350 -5.9252
Br -10.4605 4.4975 -5.3468
Br -8.7333 7.0249 -4.4785
Br -8.4656 5.8513 -7.4219
H -10.4277 6.7918 -6.2570
C -0.4837 -5.3273 -10.1903
Br 0.0491 -5.2844 -12.0375
Br 0.9773 -4.8767 -9.0214
Br -2.0123 -4.2110 -9.8566
H -0.7716 -6.3428 -9.9635

Results
E_HOMO: -9.0 eV
Frontier orbital gap: 8.302 eV
Net charge: 0
LUMO level: -0.027 Eh

DFT (the ωB97M-V functional and the def2-TZVPD basis) results for a molecular structure, C29H24N4O9PtS.

CARTESIAN COORDINATES (ANGSTROEM)
Pt 0.4012 0.8071 -0.0850
C 2.0662 -1.3509 -6.8970
C 2.4116 -0.9927 -5.4773
C 3.6724 -0.5044 -5.1510
C 3.9720 -0.1273 -3.8517
C 3.0011 -0.2424 -2.8696
C 1.7340 -0.7279 -3.1704
C 1.4564 -1.1077 -4.4717
S 3.3803 0.3218 -1.2306
O 4.8166 0.3826 -1.1569
O 2.9377 -0.8612 -0.3085
N 2.5501 1.5313 -0.8097
C 2.2817 2.5433 -1.8460
C 1.0289 2.2409 -2.6995
O 0.9508 2.8314 -3.7780
O 0.1808 1.4243 -2.2148
H 2.9634 -1.4795 -7.5033
H 1.4639 -0.5611 -7.3515
H 1.4855 -2.2734 -6.9409
H 4.4278 -0.4093 -5.9229
H 4.9516 0.2476 -3.5880
H 0.9729 -0.7840 -2.4043
H 0.4657 -1.4752 -4.7117
H 3.1295 2.7007 -2.5160
H 2.1036 3.4847 -1.3240
O -1.5213 2.8153 -0.0779
C -2.7173 2.7141 0.0699
C -3.5130 1.4896 0.1792
C -4.8671 1.6538 0.4226
C -5.7101 0.5661 0.5642
C -5.1969 -0.7461 0.4705
C -3.8742 -0.9365 0.2267
C -2.9500 0.1631 0.0496
O -1.7519 -0.0723 -0.2195
N -7.1051 0.7703 0.8059
O -7.8295 -0.2140 0.9356
O -7.5335 1.9177 0.8951
H -3.3360 3.6361 0.1599
H -5.2782 2.6519 0.5083
H -5.8739 -1.5793 0.5950
H -3.4510 -1.9298 0.1439
N -0.8258 1.8853 6.9546
C 0.3965 1.9586 6.2419
O 1.4256 2.2472 6.8780
C 0.3433 1.7047 4.8373
C -0.8542 1.4381 4.1012
C -0.8015 1.1637 2.7656
N 0.3481 1.1213 2.0449
C 1.5005 1.3808 2.7310
C 1.5407 1.6705 4.0604
H -0.6371 1.7769 7.9401
H -1.4780 1.1967 6.6098
H -1.8295 1.4743 4.5705
H -1.7101 0.9636 2.2148
H 2.4065 1.3410 2.1377
H 2.4855 1.8653 4.5491
C 1.5548 -0.9492 0.1025
C 1.2856 -2.2310 0.6255
C -0.0077 -2.4895 1.1500
C -0.3260 -3.7235 1.6721
C 0.6141 -4.7571 1.7011
C 1.8898 -4.5217 1.1938
C 2.2299 -3.2912 0.6667
H -0.7395 -1.6932 1.1221
H -1.3211 -3.8876 2.0702
H 0.3555 -5.7236 2.1167
H 2.6311 -5.3137 1.2133
H 3.2263 -3.1253 0.2805

Results
E_HOMO (spin up / spin down): -0.2 / -3.3 eV
Relative energy (zero: lowest compared OMol25 entry of this formula, charge and spin): 25.6 kcal per mole
Frontier orbital gap (spin up / spin down): 4.226 / 7.364 eV
Net charge: -2
Spin multiplicity: 5
LUMO level (spin up / spin down): 0.149 / 0.148 Eh

DFT (the ωB97M-V functional and the def2-TZVPD basis) results for a molecular structure, C29H25BCl3IN8O6Zr.

CARTESIAN COORDINATES (ANGSTROEM)
Zr 0.4899 0.2192 0.0142
C 1.2724 -2.5506 3.4940
C 0.5836 -2.0963 2.3778
N 1.0898 -0.9422 1.9474
N 2.1296 -0.6441 2.7777
C 2.2508 -1.6016 3.7096
B 3.0935 0.4899 2.3508
N 3.6524 0.0625 0.9613
C 4.9139 -0.1873 0.5690
C 4.8818 -0.6742 -0.7210
C 3.5278 -0.7024 -1.0467
N 2.7953 -0.2701 -0.0271
N 2.2267 1.7854 2.2253
C 2.2780 2.8848 2.9894
C 1.1724 3.6692 2.7208
C 0.4588 2.9539 1.7715
N 1.0950 1.8121 1.4778
N 4.2383 0.7756 3.2953
C 5.2206 1.6953 3.0687
C 6.0768 1.6591 4.1327
C 5.5371 0.6618 4.9759
N 4.4377 0.1298 4.4736
H 1.0882 -3.4438 4.0668
H -0.2491 -2.5522 1.8669
H 3.0261 -1.5256 4.4547
H 5.7494 -0.0271 1.2322
H 5.7181 -0.9741 -1.3304
H 3.0567 -0.9968 -1.9710
H 3.0871 3.0395 3.6837
H 0.9178 4.6208 3.1560
H -0.4696 3.1978 1.2846
H 5.2245 2.3087 2.1787
H 6.9605 2.2557 4.2900
H 5.9098 0.3136 5.9284
Cl -1.7476 -5.0610 -4.6146
C -0.9891 -4.1063 -3.4357
C -0.9162 -2.7103 -3.6482
C -0.3158 -1.9536 -2.7066
Cl -0.0647 -0.2734 -2.8949
C 0.2157 -2.5234 -1.4832
O 0.7517 -1.8081 -0.6134
C 0.1647 -3.9691 -1.3508
Cl 0.8563 -4.6737 0.0315
C -0.4366 -4.7300 -2.3075
H -1.3225 -2.2741 -4.5505
H -0.4871 -5.8045 -2.1988
C -2.8418 -1.2639 2.8912
C -2.5120 -0.3586 1.7268
C -3.7011 0.4934 1.3034
O -1.3776 0.5011 2.0235
C -1.9997 -1.1227 0.5098
O -2.0839 -2.3188 0.3644
O -1.4184 -0.2957 -0.3549
H -3.3699 -0.7006 3.6638
H -1.9392 -1.6904 3.3256
H -3.4840 -2.0779 2.5575
H -4.0342 1.1047 2.1454
H -4.5342 -0.1430 0.9978
H -3.4270 1.1451 0.4758
H -1.5852 1.0269 2.8050
I 1.5240 7.3902 -5.1893
C 1.2367 5.7648 -3.9224
C 2.3421 5.1126 -3.3867
C 2.1487 4.0122 -2.5699
C 0.8562 3.5856 -2.2771
C -0.2427 4.2547 -2.8014
C -0.0552 5.3454 -3.6343
C 0.6442 2.3962 -1.4430
O -0.4542 2.1567 -0.8745
O 1.5791 1.5311 -1.2697
H 3.3416 5.4574 -3.6105
H 2.9948 3.4798 -2.1542
H -1.2434 3.9178 -2.5580
H -0.9067 5.8634 -4.0542

Results
E_HOMO (spin up / spin down): -11.0 / -11.0 eV
Frontier orbital gap (spin up / spin down): 8.229 / 5.053 eV
Net charge: +1
Spin multiplicity: 2
LUMO level (spin up / spin down): -0.102 / -0.219 Eh

Number 1: F_max 0.021 hartree/bohr. Number 2: F_max 0.022 hartree/bohr. Number 3: F_max 0.009 hartree/bohr. Number 4: F_max 0.059 hartree/bohr. Number 5: F_max 0.005 hartree/bohr. Number 6: F_max 0.033 hartree/bohr.